(1)
This record from OMol25 describes one molecule with the formula C5H8N2 in a non-equilibrium geometry. The level of theory is wB97M-V/def2-TZVPD.

Structure (XYZ):
```
15
Properties=species:S:1:pos:R:3:forces:R:3
C -1.1514 -0.4248 0.9303 0.03 -0.04 0.25
C -0.9716 0.8888 -1.0851 0.27 0.04 -0.47
C -0.0800 1.6997 -0.2309 0.05 0.15 0.19
N -0.1499 0.2391 0.0640 -0.17 -0.19 -0.16
C 1.1532 -0.4218 -0.1676 -0.07 -0.01 -0.15
C 1.0519 -1.8834 -0.1469 -0.12 -1.06 -0.01
N 0.9835 -3.0361 -0.1122 0.07 1.08 -0.03
H -1.7714 0.3319 1.4108 0.22 -0.03 -0.02
H -0.6929 -1.0884 1.6673 0.11 0.20 0.08
H -1.8028 -0.9948 0.2621 0.21 0.01 0.28
H -0.4605 0.5606 -1.9953 0.10 0.29 -0.16
H 0.9320 1.9906 -0.5461 -0.15 -0.08 0.20
H -0.4630 2.3637 0.5478 -0.12 -0.25 -0.12
H 1.5016 -0.1084 -1.1573 -0.06 -0.07 0.13
H 1.9214 -0.1169 0.5591 -0.37 -0.04 0.00
```
Forces are in eV/Å.

Values from the calculation:
* electronic energy: -8290.3909 eV
* ΔE to the lowest compared entry with this formula, charge and spin: 106.2 kcal/mol
* LUMO: 0.6 eV
* maximum force: 1.083 eV/A
* frontier orbital gap: 8.22 eV
* total charge: 0
* HOMO level: -7.6 eV

(2)
This record from OMol25 describes Cl3HOSi as an isolated structure in a non-equilibrium geometry. The level of theory is wB97M-V/def2-TZVPD.

Structure (XYZ):
```
6
Properties=species:S:1:pos:R:3:forces:R:3
O 1.2971 -0.3896 0.5815 -0.71 0.40 -0.22
Si -0.2840 -0.2867 0.2195 1.25 3.05 -1.98
Cl -0.6127 -0.9882 -1.5937 -0.48 -0.68 -0.36
Cl -0.8704 2.3171 -0.8312 0.64 -2.38 1.31
Cl -1.3267 -0.6017 1.7965 -1.16 -0.35 1.17
H 1.7967 -0.0511 -0.1726 0.46 -0.03 0.07
```
Forces are in eV/Å.

Values from the calculation:
* electronic energy: -47512.0011 eV
* ΔE to the lowest compared entry with this formula, charge and spin: 51.8 kcal/mol
* LUMO: -0.8 eV
* maximum force: 3.852 eV/A
* frontier orbital gap: 8.99 eV
* total charge: 0
* HOMO level: -9.8 eV

(3)
This record from OMol25 describes C3H5LiO4Rh as an isolated structure in a non-equilibrium geometry. The level of theory is wB97M-V/def2-TZVPD.

Structure (XYZ):
```
14
Properties=species:S:1:pos:R:3:forces:R:3
Rh 1.5927 1.6216 -1.5248 -0.39 0.19 -0.14
O 1.6622 1.4062 0.4024 0.61 2.42 -2.18
C 1.6275 0.4593 1.2462 0.78 -1.58 3.68
H 2.3973 -0.3312 1.1575 -0.14 0.45 0.23
H 1.2373 0.7020 2.2516 0.26 -0.01 -0.42
C 0.2090 -1.0848 0.1520 0.00 0.74 -3.84
O -0.8072 -0.0377 0.1457 2.61 -3.09 4.01
C -1.2932 0.4061 -0.9761 0.64 -0.30 -1.92
O -0.5958 1.0113 -1.7726 -1.42 -0.26 0.13
O -2.5113 -0.1067 -1.0447 -0.68 1.22 -1.22
Li -1.5008 -1.7537 1.7074 -0.10 0.06 0.00
H 0.1404 -2.0197 -0.4388 -2.14 -0.97 1.11
H 1.0089 -0.8131 -0.5536 0.66 0.97 1.00
H -3.1669 0.5404 -0.7521 -0.68 0.15 -0.43
```
Forces are in eV/Å.

Values from the calculation:
* electronic energy: -14568.3925 eV
* <S²>: 8.7633
* LUMO (alpha / beta): -8.3 / -10.7 eV
* maximum force: 5.695 eV/A
* frontier orbital gap (alpha / beta): 5.80 / 7.70 eV
* multiplicity: 6
* total charge: +2
* HOMO level (alpha / beta): -14.1 / -18.4 eV

(4)
This record from OMol25 describes a 11-piece molecular cluster, C19H39Cl4N6O26 overall in a non-equilibrium geometry. The level of theory is wB97M-V/def2-TZVPD.

Structure (XYZ):
```
94
Properties=species:S:1:pos:R:3:forces:R:3
C 1.9368 1.5806 -1.4052 -0.22 -1.19 1.46
C 1.0665 1.4014 -0.1068 0.32 2.13 -0.48
C 0.7951 -0.0669 0.1056 -0.90 0.04 1.11
N -0.3457 -0.3668 1.1938 -0.18 1.03 -1.88
C -0.2352 -1.8665 1.5388 -0.69 0.84 0.10
C -1.7087 0.0296 0.4768 -0.43 -1.20 0.63
C -2.4885 0.9378 1.3871 0.86 0.14 1.93
C -1.3723 1.6136 2.2497 -1.37 0.59 -1.47
C -0.2983 0.5554 2.4061 0.05 0.23 0.58
H 2.8709 1.0961 -1.1209 0.21 -0.18 -0.65
H 2.2081 2.5844 -1.7322 -0.47 0.22 0.30
H 1.4086 1.0240 -2.1794 0.27 0.19 -0.30
H 0.2383 2.1081 -0.1590 -0.93 -0.74 -0.50
H 1.5425 1.8866 0.7453 0.78 -0.55 0.17
H 1.7132 -0.5407 0.4529 -0.20 -0.11 0.10
H 0.4706 -0.5447 -0.8188 -0.16 -0.20 0.12
H -0.8006 -2.1261 2.4338 0.27 0.59 0.42
H 0.8292 -2.0463 1.6894 -0.32 -0.35 -0.07
H -0.7466 -2.4485 0.7721 0.80 0.21 -0.51
H -2.2931 -0.8901 0.4492 0.44 -0.13 -0.84
H -1.5700 0.4856 -0.5034 0.48 -0.49 0.04
H -3.0756 0.3624 2.1030 -0.03 -0.30 -0.21
H -3.2074 1.6066 0.9139 0.44 0.13 -0.31
H -1.8080 2.0293 3.1583 0.37 -0.38 0.31
H -1.0406 2.4786 1.6754 0.45 0.04 0.03
H -0.4982 -0.0467 3.2924 0.25 -0.13 -0.09
H 0.6561 1.0699 2.5177 0.18 -0.71 -0.03
Cl -0.7947 -3.3658 5.5176 2.51 3.55 -1.84
O -1.3820 -4.6296 5.7379 -1.43 -1.38 0.62
O 0.1596 -3.4495 4.4492 0.66 -1.20 -0.68
O -1.6882 -2.3155 5.0858 -2.38 -0.27 -0.12
O -0.1338 -2.8299 6.6528 0.24 -0.81 1.90
Cl -1.9462 -0.1312 -4.0393 2.72 -4.27 -0.55
O -1.9501 -1.3218 -4.8541 0.16 0.30 -0.06
O -2.3820 0.9170 -4.8534 -1.35 3.30 -1.14
O -2.7374 -0.3766 -2.9060 -2.40 0.48 1.96
O -0.6193 0.1345 -3.5381 0.79 0.81 -0.19
Cl 2.4385 0.2845 5.2901 1.19 -1.92 1.31
O 2.2856 -0.4603 4.0627 -1.13 0.99 -0.66
O 1.9836 -0.4982 6.3849 -1.65 -0.34 0.53
O 3.8246 0.4255 5.5046 3.74 0.63 -0.26
O 1.9179 1.6099 5.3490 -1.82 0.95 -1.14
Cl 1.3883 -3.8096 -2.8385 -2.41 -1.82 -4.51
O 1.2253 -2.6824 -2.0531 0.17 2.28 3.98
O 0.4107 -3.6210 -3.9085 0.16 -1.20 0.19
O 2.6661 -3.7803 -3.4527 2.38 -0.38 -0.18
O 1.1824 -5.1117 -2.2015 0.11 1.10 0.47
C 5.8215 0.4608 2.3948 1.09 0.89 0.95
N 4.8834 0.9039 1.3961 -2.40 0.85 -1.87
O 4.9523 2.1509 1.0747 -0.59 -3.85 0.64
O 4.0737 0.0653 0.9660 1.48 2.28 0.44
H 6.1769 -0.5678 2.3328 -0.19 0.24 -0.75
H 5.3663 0.5406 3.3820 -0.40 0.24 0.03
H 6.5427 1.2655 2.2518 0.74 -0.65 0.69
C -3.6458 -4.3724 -1.4038 0.69 -0.24 0.28
N -2.4893 -3.6014 -1.9705 1.99 2.21 -2.62
O -2.2816 -3.6083 -3.2173 -1.33 -0.74 3.84
O -1.8305 -2.8673 -1.2011 -1.59 -1.78 -0.87
H -4.5637 -3.8932 -1.7443 0.18 -0.05 0.04
H -3.5245 -4.3713 -0.3206 -0.16 0.33 -0.12
H -3.5840 -5.4153 -1.7148 0.02 0.25 -0.41
C -0.8709 3.7142 -3.0968 -0.83 -0.04 -0.77
N -1.2825 4.5363 -1.9717 -1.45 1.75 3.79
O -1.4993 5.7612 -1.9985 0.77 -1.26 -1.60
O -1.4636 3.9537 -0.8988 0.49 -0.25 -1.20
H 0.2189 3.6931 -3.1063 -0.21 -0.31 -0.08
H -1.3209 4.1377 -3.9947 0.44 0.15 -0.01
H -1.3803 2.7679 -2.9148 0.75 -0.30 -0.15
C 3.6498 4.5786 -3.6094 0.83 -0.65 -0.81
N 4.7516 3.5818 -3.1158 -1.30 1.77 1.21
O 5.5418 3.9987 -2.3082 0.61 1.30 0.39
O 4.7212 2.4537 -3.4542 -0.62 -1.96 -1.58
H 3.1430 4.0964 -4.4454 0.03 -0.13 0.22
H 4.1867 5.4464 -3.9924 -0.03 -0.02 0.30
H 2.9301 4.8581 -2.8400 0.50 -0.31 0.27
C 3.1016 -0.3061 -4.3946 0.51 0.20 -1.07
N 4.5327 -0.5878 -3.9668 -3.09 0.67 -1.02
O 5.3103 -0.6984 -4.8842 1.32 -0.25 -0.18
O 4.7274 -0.6325 -2.7973 1.19 -0.25 1.27
H 3.1557 0.6148 -4.9753 0.10 0.48 0.59
H 2.4051 -0.2538 -3.5579 0.26 -0.43 -0.30
H 2.8986 -0.9869 -5.2213 -0.37 -0.66 0.76
C -5.8358 0.4540 1.8317 0.40 -0.59 1.55
C -5.4266 0.4241 3.1871 0.91 -1.53 -1.17
C -4.8787 -0.7783 3.7114 -0.98 1.17 -1.15
C -4.9008 -1.9454 2.8997 1.08 1.34 2.28
C -5.2574 -1.8727 1.5935 -0.63 0.17 -1.75
C -5.7178 -0.6805 1.0171 -0.49 1.53 1.02
H -6.1536 1.4450 1.5430 -0.18 -0.16 -0.87
H -5.3094 1.4018 3.6308 -0.16 -0.16 0.69
H -4.3800 -0.7243 4.6679 -0.06 -0.50 0.15
H -4.4388 -2.8140 3.3452 -0.08 -0.30 -0.22
H -5.1404 -2.7455 0.9682 -0.04 -0.11 -0.09
H -6.0102 -0.4754 -0.0022 0.22 -0.87 -0.34
```
Forces are in eV/Å.

Values from the calculation:
* electronic energy: -132555.6480 eV
* LUMO: 4.8 eV
* maximum force: 5.423 eV/A
* frontier orbital gap: 6.62 eV
* total charge: -3
* HOMO level: -1.8 eV

Q: Which M values were calculated for the entries above? A: 96.1, 151.5, 214.9, 909.3, in u.